Entry 1:
C37H60BrFN5O11PS | ωB97M-V/def2-TZVPD

Geometry (Å):
Br 5.14 2.15 1.75
S 0.16 1.06 -1.70
P 0.84 -0.32 0.85
F 5.18 3.47 -4.98
O 0.77 -1.93 0.90
O 0.53 1.83 5.33
O 5.04 0.81 -3.91
O 5.68 3.36 -0.62
O 3.80 2.37 -6.30
O 1.96 2.46 0.73
O -0.97 0.18 -1.74
O -0.50 0.21 1.08
O -0.26 2.30 -1.10
O 1.66 0.06 2.18
O -3.35 -3.83 -3.75
N 1.08 -2.77 -4.61
N 3.42 2.35 -3.99
N -4.13 -2.81 -3.54
N -0.12 2.92 5.61
N 3.11 2.13 -1.24
C 4.10 2.70 -5.20
C 5.37 2.30 -0.19
C -5.26 -2.89 -4.50
C -4.95 -1.35 -1.69
C 0.55 1.48 -3.40
C 5.21 1.08 -1.13
C 3.61 -1.43 -0.66
C 3.80 0.95 -1.83
C 2.83 -0.26 -1.43
C -0.71 4.38 7.55
C 4.77 -1.97 -1.55
C -0.91 2.66 3.26
C 1.02 -1.83 -2.39
C 6.55 -1.25 1.25
C 4.13 1.30 -3.29
C -3.22 -2.97 -1.23
C -5.52 -3.79 -1.70
C -4.46 -2.76 -2.09
C -5.91 -1.50 -4.68
C 2.22 -1.13 -2.56
C -1.54 2.02 7.47
C 2.18 1.75 -0.19
C -6.32 -3.91 -4.08
C 2.23 -2.16 -4.78
C 0.53 -2.58 -3.42
C -1.79 4.46 4.60
C 2.78 -1.36 -3.80
C -4.79 -3.24 -5.91
C -2.44 2.09 5.12
C 5.18 -1.91 1.42
C 3.96 -1.17 0.82
C -2.79 2.21 6.61
C -6.75 -3.77 -2.62
C -0.39 2.95 7.08
C -1.29 3.01 4.69
C 1.60 0.37 -0.69
C 0.85 2.56 7.88
H -0.07 3.27 2.91
H -6.46 -1.15 -3.81
H -7.20 -3.82 -4.72
H 3.76 -0.95 -4.04
H -0.65 1.61 3.14
H -1.73 4.69 7.36
H 5.60 -2.41 -1.01
H -6.64 -1.52 -5.49
H 1.14 1.52 7.73
H -3.25 3.18 6.81
H -5.16 -0.75 -4.93
H -4.01 -2.56 -6.25
H -3.46 -2.83 -0.17
H -5.62 -3.17 -6.62
H 6.03 1.28 -1.83
H -0.04 5.10 7.09
H -2.44 -2.26 -1.49
H -0.42 -3.08 -3.26
H -5.09 -4.80 -1.73
H -7.32 -2.85 -2.47
H -1.75 2.84 2.58
H -7.42 -4.59 -2.35
H 5.54 0.21 -0.57
H -4.40 -4.26 -5.98
H 6.66 -0.35 1.85
H 3.42 3.20 -3.43
H 5.18 -2.92 1.00
H 0.67 2.68 8.94
H 4.37 -2.76 -2.18
H 3.13 -1.57 1.42
H -1.80 2.17 8.52
H -2.81 -3.98 -1.32
H -0.97 5.14 4.35
H -1.22 0.97 7.38
H 2.75 -2.30 -5.72
H -2.18 1.05 4.92
H 7.30 -1.96 1.61
H -5.84 -3.62 -0.67
H 5.17 -1.23 -2.25
H 5.00 -2.01 2.50
H -3.54 1.46 6.87
H -2.55 4.55 3.81
H 0.43 -1.75 -1.49
H 0.94 -2.22 1.80
H 2.89 -2.24 -0.66
H -6.00 -1.16 -1.93
H 0.88 2.52 -3.42
H -2.27 4.83 5.50
H 2.52 2.69 -1.86
H -3.33 2.30 4.52
H 6.81 -1.09 0.19
H 1.12 0.68 2.71
H -5.94 -4.92 -4.23
H -0.58 4.46 8.63
H 3.98 -0.10 1.05
H 1.31 0.88 -3.90
H 1.70 3.19 7.61
H -0.39 1.43 -3.96
H -4.34 -0.57 -2.15
H -4.88 -1.21 -0.61

Summary:
Energy relative to the best compared isomer or geometry (same formula, charge and spin) = 31.0 kcal/mol
Expectation value of S² = 2.01
Multiplicity = 3
LUMO level (spin up / spin down) = -0.224 / -0.225 eV
F_max = 3.941 eV/A
HOMO level (spin up / spin down) = -8.443 / -9.230 eV


Entry 2:
C37H60F3NO25V2 | ωB97M-V/def2-TZVPD

Geometry (Å):
V -4.13 -1.32 -12.46
V 2.17 -4.45 -8.09
F -1.58 -7.50 -12.45
F -0.05 -8.91 -11.95
F -2.08 -9.49 -11.93
O 6.40 -19.42 -2.98
O -1.42 -6.37 -9.83
O -0.40 -17.71 -4.43
O -5.75 -11.48 -21.07
O -0.15 -18.10 -2.27
O 2.93 -4.88 -6.76
O -6.66 -10.18 -22.66
O -3.09 -0.35 -13.24
O -2.77 -5.23 -0.50
O -8.15 -16.41 -9.86
O -6.59 1.43 -8.53
O -2.50 -6.30 -2.61
O -4.72 -9.61 -21.64
O 3.08 -4.60 -9.43
O -9.72 -15.43 -8.61
O -7.94 -16.22 -7.60
O 7.38 -17.69 -1.95
O 5.64 -2.57 -18.57
O 7.90 -2.18 -18.04
O -0.55 -16.02 -2.84
O -0.35 -8.31 -9.16
O -5.30 -1.62 -13.48
O -0.77 -5.08 -1.45
O 6.21 -1.10 -17.12
O 6.04 -17.23 -3.63
N -7.81 1.67 -7.76
C 7.36 -16.30 -1.98
C -10.14 2.51 -7.69
C -0.41 -16.14 -1.46
C -6.67 -16.48 -8.10
C 6.69 -1.96 -17.92
C -8.84 2.55 -8.54
C -10.62 1.26 -7.03
C -5.74 -15.79 -10.41
C -3.99 -10.07 -20.60
C -9.48 0.66 -6.32
C -0.16 -9.75 -9.06
C 8.83 -15.75 -1.78
C -4.80 -11.25 -20.07
C -8.57 -0.82 -8.05
C -7.22 -0.15 -6.03
C 6.69 -18.21 -2.96
C -0.61 -4.41 -0.17
C 0.18 -18.32 -0.07
C -1.97 -4.61 0.44
C -5.77 -10.39 -21.86
C -0.71 -17.61 -1.16
C 6.68 -15.99 -3.31
C 1.01 -9.85 -8.20
C -6.77 -16.73 -9.67
C -0.45 -17.28 -3.26
C -0.20 -3.12 -0.64
C 3.53 -3.10 -17.43
C 4.37 -2.07 -18.12
C -3.96 -12.51 -20.02
C 4.80 -0.86 -17.31
C -1.44 -7.80 -10.07
C -1.29 -8.46 -11.56
C -8.19 0.44 -7.08
C -2.05 -5.69 -1.58
C -8.30 3.98 -8.57
C -8.71 -16.05 -8.66
C -9.15 2.22 -9.96
H 4.22 -0.89 -16.39
H -6.63 -17.78 -9.93
H -6.21 -0.39 -6.36
H 4.09 -3.73 -16.73
H 2.98 -3.77 -18.10
H -4.73 -16.17 -10.23
H -7.41 4.06 -9.19
H 1.76 -9.25 -8.71
H -8.20 2.28 -10.50
H 0.20 -4.91 0.36
H 1.18 -10.91 -7.99
H 4.66 0.13 -17.75
H -0.37 -18.44 0.86
H -8.10 4.43 -7.60
H -9.30 -0.51 -8.80
H -3.91 -12.89 -21.04
H -0.94 -10.35 -8.58
H -7.68 -1.13 -8.61
H -11.09 0.57 -7.73
H -5.92 -14.76 -10.08
H -5.87 -15.80 -11.49
H -0.02 -2.52 0.26
H -7.64 -0.87 -5.32
H -6.90 0.70 -5.42
H -0.99 -2.68 -1.25
H -9.97 2.84 -10.33
H 2.85 -2.59 -16.75
H -2.99 -10.34 -20.95
H 7.35 -15.59 -4.06
H -1.76 -17.88 -1.08
H 9.20 -15.50 -2.77
H 0.82 -3.23 -1.00
H 9.60 -16.45 -1.44
H -11.40 1.33 -6.27
H -9.05 -1.62 -7.49
H 6.79 -15.91 -1.13
H -3.81 -9.33 -19.82
H -11.04 2.79 -8.25
H -2.45 -3.65 0.63
H -9.93 -0.31 -6.13
H -9.28 1.11 -5.35
H -6.17 -15.54 -7.87
H 0.63 -19.27 -0.36
H -0.06 -10.36 -9.95
H 8.95 -14.89 -1.12
H 0.84 -9.33 -7.26
H -6.22 -17.36 -7.65
H -5.18 -10.85 -19.14
H -2.98 -12.51 -19.54
H -2.31 -8.27 -9.62
H -9.54 1.23 -10.17
H 0.89 -17.56 0.25
H -9.06 4.61 -9.04
H -1.25 -15.57 -1.07
H 3.85 -1.67 -18.99
H -1.74 -5.24 1.30
H -4.54 -13.33 -19.60
H 6.12 -15.07 -3.20
H 0.58 -15.80 -1.14
H -10.06 3.38 -7.04

Summary:
Energy relative to the best compared isomer or geometry (same formula, charge and spin) = 485.9 kcal/mol
Multiplicity = 1
LUMO level = -4.721 eV
F_max = 6.806 eV/A
HOMO level = -6.220 eV


Entry 3:
C37H60FO15P | ωB97M-V/def2-TZVPD

Geometry (Å):
P 0.52 2.21 -4.32
F -2.56 -0.34 -2.23
O -3.19 1.67 -6.94
O 2.46 1.25 -1.99
O 3.10 -3.59 1.26
O -1.59 2.22 -8.40
O 3.58 -7.19 6.10
O -0.63 -0.53 2.17
O -6.01 6.11 -2.48
O 3.86 -5.36 2.39
O 1.10 0.50 5.51
O -2.67 2.33 -1.29
O 1.81 3.21 -1.13
O -1.39 1.44 2.95
O -0.03 -1.20 6.41
O -3.90 6.06 -1.76
O 3.77 -7.41 8.32
C 0.52 3.59 -0.59
C 3.18 -4.91 1.51
C -0.82 3.33 -4.92
C -0.89 1.59 -9.49
C -2.67 -0.53 3.41
C -2.84 1.98 0.06
C 0.22 -2.26 7.36
C 0.77 -0.32 2.49
C 5.77 -7.43 6.91
C 2.11 -3.32 0.25
C -4.96 5.52 -1.87
C -2.34 -0.01 -8.51
C -1.52 0.25 2.85
C -1.59 0.25 -3.05
C 2.33 1.44 1.48
C -0.41 3.32 -1.78
C 2.27 -5.66 0.55
C 4.45 -7.23 4.95
C 4.29 -7.35 7.24
C 1.61 2.08 -1.86
C 5.83 -6.87 5.49
C 1.58 0.12 1.27
C 0.20 2.07 -2.47
C 2.24 -1.07 7.00
C 1.09 -0.47 6.21
C -0.99 0.09 -9.22
C -5.37 4.14 -1.38
C 1.73 -2.47 7.32
C 0.25 2.80 0.68
C 1.98 -4.62 -0.53
C -2.46 1.35 -7.83
C -7.18 5.28 -2.39
C 1.45 2.70 1.62
C 2.01 3.30 -4.45
C -1.92 3.49 -1.58
C -0.38 0.66 -2.20
C -6.65 3.87 -2.16
H 5.94 -5.79 5.52
H -7.79 5.63 -1.55
H -3.32 0.15 3.95
H -0.14 1.81 0.41
H -2.62 2.82 0.74
H -2.35 3.90 -2.50
H -0.35 -3.13 7.05
H -2.39 -0.80 -7.77
H -2.06 1.09 -3.56
H -1.67 3.33 -4.25
H -0.17 4.15 -2.46
H 1.01 -4.73 -1.01
H -0.48 4.36 -5.07
H 1.36 -5.94 1.10
H 2.10 3.56 1.45
H 3.05 1.57 0.67
H 3.15 -1.04 6.41
H 1.83 4.00 -5.26
H 1.19 -3.04 0.76
H 2.25 3.87 -3.55
H 1.99 -3.16 6.51
H -6.41 3.41 -3.12
H -7.36 3.22 -1.65
H 2.86 2.67 -4.72
H 6.64 -7.28 4.88
H -0.57 3.28 1.22
H -2.21 1.13 0.34
H -1.32 -0.50 -3.79
H -3.23 -1.00 2.60
H -3.17 -0.11 -9.20
H 0.12 1.97 -9.50
H 2.12 -2.89 8.25
H -0.12 -1.93 8.34
H -2.10 4.26 -0.82
H -0.92 -0.50 -10.13
H -1.39 1.88 -10.42
H -3.89 1.68 0.21
H -1.16 2.94 -5.88
H 1.12 -1.30 2.84
H 0.44 -0.03 -2.41
H 2.91 1.35 2.40
H -0.19 -0.21 -8.55
H -7.75 5.39 -3.31
H 0.54 4.66 -0.35
H 2.38 -0.46 7.90
H 2.75 -6.57 0.20
H 2.34 -0.65 1.09
H -5.54 4.20 -0.30
H 0.94 0.13 0.39
H 0.85 0.36 3.33
H 2.46 -2.48 -0.35
H -4.57 3.42 -1.58
H 1.10 2.79 2.65
H 6.35 -6.86 7.64
H 4.08 -6.53 4.21
H 4.43 -8.25 4.54
H -0.68 0.55 -1.16
H 2.75 -4.67 -1.31
H 6.07 -8.47 6.96
H -2.29 -1.31 4.07

Summary:
Multiplicity = 1
LUMO level = 0.476 eV
F_max = 0.856 eV/A
SMILES = COC[C@H]1[C@@H](CCCCCOC(C)=O)OC(=O)[C@]1(CCF)P(C)C.O=C1CCCO1.O=C1CCCO1.O=C1CCCO1.O=C1CCCO1.O=C1CCCO1
HOMO level = -8.294 eV


no.,total energy (eV)
1,-162195.0543
2,-151526.5925
3,-82062.0440